Here is a 2-piece molecular cluster, C7H11N3O overall from the Open Molecules 2025 dataset. Energies are from wB97M-V/def2-TZVPD.

Geometry as XYZ:
```
22
Properties=species:S:1:pos:R:3:forces:R:3:mulliken_charge:R:1
N 1.8261 -1.5178 -0.0006 0.5 1.2 -0.8 -0.507
C 1.1553 -0.3587 -0.3802 0.2 0.5 -2.0 0.567
N 1.7993 0.4754 -1.2103 -1.5 -0.9 0.5 0.190
O 3.0563 0.4178 -1.4418 1.0 -0.3 0.1 -0.797
C -0.2954 -0.1016 -0.2291 0.3 -1.0 0.0 0.709
C -0.7949 1.1754 -0.5512 2.8 -2.5 1.4 -0.423
C -2.0760 1.4054 -0.7727 -2.6 -2.2 -0.7 -1.058
C -2.9139 0.2928 -0.6457 0.5 -1.8 0.8 -0.264
C -2.4741 -1.0060 -0.1481 -3.2 1.7 0.6 -0.552
C -1.1474 -1.1768 0.1059 1.4 0.2 -0.6 -0.447
H 2.8433 -1.3442 0.0876 -1.0 -0.5 -0.2 0.272
H 1.3695 -2.1830 0.6000 0.2 0.4 0.2 0.188
H 1.2609 1.1070 -1.8476 0.3 -0.6 1.2 0.239
H -0.0724 1.9068 -0.5029 1.3 1.9 -0.4 0.609
H -2.3616 2.2832 -1.2663 -0.8 1.3 0.0 0.406
H -3.9420 0.3280 -0.8918 -0.9 0.4 -0.2 0.395
H -3.3417 -1.7118 0.1902 2.0 1.0 -1.0 0.256
H -0.6810 -2.1157 0.4303 -0.6 0.3 -0.1 0.168
N 1.5609 0.4124 1.8295 3.9 3.2 0.4 -0.689
H 0.8727 0.3249 2.5111 -1.5 -0.3 1.6 0.230
H 2.4239 -0.0417 2.1822 -0.9 -0.3 -0.2 0.258
H 1.9322 1.4284 1.9514 -1.3 -1.8 -0.5 0.249
```
Forces are in eV/Å.

Properties
LUMO (spin up / spin down) ... 0.560 / 0.560 eV
Molecular weight ... 153.185 g mol⁻¹
Kohn-Sham gap (spin up / spin down) ... 7.5 / 7.5 eV
ΔE to the lowest compared entry with this formula, charge and spin ... 86.3 kcal per mole
Charge ... 0

=====

Here is a 2-piece molecular cluster, C7H11N3O2 overall from the Open Molecules 2025 dataset. Energies are from wB97M-V/def2-TZVPD.

Geometry as XYZ:
```
23
Properties=species:S:1:pos:R:3:forces:R:3:mulliken_charge:R:1
C 1.6044 -0.1338 -0.2740 -0.3 -0.2 -0.3 -0.684
C 1.1853 -1.4023 -0.1551 1.3 0.4 0.2 -0.394
C 0.3906 -1.9620 0.9542 -0.8 -0.1 0.5 0.717
C 1.0480 -3.0963 1.7528 0.0 0.3 -0.4 -1.234
C -0.8120 -1.4861 1.3212 0.6 0.1 0.6 -0.242
C -1.3956 -0.1652 0.8968 -0.4 0.4 0.1 -0.948
H 2.3612 0.1609 -1.0170 -0.6 -0.2 0.2 0.266
H 1.1587 0.6791 0.2996 0.5 -0.5 0.2 0.264
H 1.6261 -2.1524 -0.8254 -0.1 0.2 0.2 0.313
H 0.3038 -3.7220 2.2696 0.2 0.2 -0.3 0.349
H 1.7179 -2.6596 2.5285 -0.4 -0.3 -0.6 0.248
H 1.6650 -3.7133 1.0795 -0.2 0.0 0.4 0.349
H -1.3500 -2.0601 2.0884 0.2 0.4 -0.1 0.255
H -0.9776 0.7182 1.4535 -0.1 -1.0 -0.3 0.200
H -2.4834 -0.1375 1.1374 0.6 0.0 -0.6 0.360
H -1.1548 0.0267 -0.1667 -0.5 -0.1 0.5 0.237
O -1.2906 3.4162 -3.4280 0.2 0.1 -0.3 -0.440
C -0.8201 3.1510 -2.2309 0.3 -0.7 1.4 0.565
N -0.8379 4.0946 -1.2174 -0.5 0.2 -0.8 -0.284
N -0.4250 3.5338 -0.1942 0.5 -0.2 0.5 -0.086
O -0.0878 2.2450 -0.4880 -0.3 0.5 -0.4 0.173
N -0.3613 2.0063 -1.8025 -0.2 0.6 -0.3 -0.345
H -1.0649 2.6590 -3.9823 -0.2 0.0 -0.3 0.360
```
Forces are in eV/Å.

Properties
LUMO ... 0.197 eV
Molecular weight ... 169.184 g mol⁻¹
Kohn-Sham gap ... 8.7 eV
ΔE to the lowest compared entry with this formula, charge and spin ... 107.3 kcal per mole
Charge ... 0

=====

Here is an isolated ion of composition C7H11N4 and charge +1 from the Open Molecules 2025 dataset. Energies are from wB97M-V/def2-TZVPD.

Geometry as XYZ:
```
22
Properties=species:S:1:pos:R:3:forces:R:3:mulliken_spin:R:1
C -1.0323 1.7955 1.4480 -1.3 1.9 2.1 -0.066
C -0.4551 2.4191 0.3740 -0.2 1.3 -1.4 0.427
C -0.9434 0.3996 1.3027 -0.6 1.3 2.3 0.305
C -0.3088 0.2146 0.0453 0.5 -0.2 -2.9 0.571
C 0.6386 1.2604 -1.6590 1.4 0.8 -1.3 0.076
C 0.8813 -0.0873 -1.8807 -0.5 1.4 -0.6 0.317
C 1.5495 -1.2782 0.1818 -0.5 -2.8 0.6 0.084
N -0.0576 1.4197 -0.5138 0.8 -2.1 -0.6 0.040
N -1.1728 -0.5948 2.1933 2.4 4.1 2.4 0.190
N -0.5136 -1.8827 -0.9926 -4.1 -1.2 -1.6 0.072
N 0.3446 -0.8456 -0.7369 2.4 1.7 0.7 -0.003
H -1.5772 2.4826 2.2079 1.1 -2.0 -1.1 -0.001
H -0.4536 3.4161 -0.0958 -0.2 -0.4 1.1 0.006
H 1.0755 2.1132 -2.2333 -0.8 -0.9 0.6 0.000
H 1.2720 -0.5305 -2.7857 0.0 -0.4 0.5 0.005
H 1.0346 -1.3285 1.1738 1.3 0.7 -0.4 -0.013
H 1.8800 -2.3839 0.0745 -0.7 1.7 -0.7 0.010
H 2.4016 -0.6299 -0.0920 -0.8 -0.1 0.8 0.000
H -1.5003 -0.3390 3.1200 0.3 0.4 -0.2 -0.012
H -1.7019 -1.2765 1.8948 -3.0 -5.0 -2.3 0.012
H -0.1189 -2.7687 -1.2802 0.7 0.3 0.0 -0.005
H -1.2421 -1.5752 -1.7462 1.8 -0.6 1.8 -0.016
```
Forces are in eV/Å.

Properties
Expectation value of S² ... 2.0333
LUMO (spin up / spin down) ... -2.481 / -5.984 eV
Molecular weight ... 151.193 g mol⁻¹
2S+1 ... 3
Kohn-Sham gap (spin up / spin down) ... 6.4 / 6.4 eV
ΔE to the lowest compared entry with this formula, charge and spin ... 63.8 kcal per mole
Charge ... +1